[1]
52
Properties=species:S:1:pos:R:3 method="wB97M-V/def2-TZVPD" homo_energy_ev=-8.3 spin_multiplicity=1 e_lumo_ev=0.25 largest_force_ha_per_bohr=0.091
C -1.49061 -2.29692 0.07630
N -1.84882 -1.03965 0.73229
C -3.20396 -1.02967 1.42450
H -2.08165 -3.13641 0.41181
H -1.63760 -2.27061 -1.02441
H -0.45540 -2.57872 0.07963
H -1.83051 -0.23292 0.09789
H -3.58278 -2.03959 1.49390
H -3.75061 -0.14549 1.01015
H -2.90544 -0.64397 2.39588
H 0.09395 -1.09951 2.57462
H -0.96125 -2.02723 3.08667
O -0.17205 -1.55032 3.38927
H -2.49944 4.16758 0.03922
H -1.42546 3.19381 -0.60215
O -1.59076 3.83909 0.08544
H 2.63625 -2.53890 0.80816
H 1.98081 -3.50482 1.67310
O 2.03792 -3.30445 0.72853
H 2.42242 -0.82837 -1.67230
H 3.66482 -0.69396 -0.90316
O 3.37673 -0.79457 -1.82354
H 1.95240 0.26399 1.22797
H 3.33775 0.25773 0.75208
O 2.54635 -0.30271 0.71368
H -1.95591 -2.23082 -2.83386
H -0.84998 -1.29015 -3.04352
O -1.81812 -1.32049 -3.12814
H -0.42595 3.79960 1.37810
H -0.52854 3.16028 2.65794
O 0.17849 3.35961 2.02176
H -0.98068 0.48009 3.62563
H -1.67590 0.39329 2.30438
O -1.34429 1.05539 2.93642
H 1.89834 -3.21706 -1.90723
H 1.26955 -2.26671 -0.87893
O 1.39432 -2.39845 -1.83178
H 0.17543 1.60242 1.22555
H 0.77255 1.42441 -0.20418
O 0.12607 1.05796 0.40896
H -2.84247 -0.54293 -2.36337
H -1.81223 0.57766 -2.26282
O -2.61859 0.23727 -1.84492
H 3.05646 0.66222 -2.70969
H 2.89536 2.05391 -3.42809
O 2.52110 1.48476 -2.73437
H 0.69549 1.37462 -2.83036
H -0.17077 1.69825 -3.98661
O -0.25394 1.45889 -3.05682
H 2.44476 3.24222 1.62146
H 2.32250 2.08777 2.39833
O 2.91392 2.39261 1.69061

---

[2]
122
Properties=species:S:1:pos:R:3 method="wB97M-V/def2-TZVPD" homo_energy_ev="-0.3 / -0.3" spin_multiplicity=2 e_lumo_ev="3.97 / 3.97" total_charge=-2 largest_force_ha_per_bohr=0.081
Cr -0.02292 0.23611 1.97786
O -0.41861 -0.70067 4.69141
N -0.03590 0.38776 3.85803
C 0.10673 1.38066 4.74286
C 0.60865 2.67317 4.55760
C 0.70025 3.52124 5.70303
C 1.21348 4.78469 5.63300
C 1.67017 5.30636 4.41118
C 1.55388 4.52807 3.28017
C 1.03173 3.22816 3.31720
P 0.69593 2.35918 1.76063
C -0.56648 3.51209 1.04706
C -1.44414 4.11716 1.95176
C -2.46375 4.94614 1.51561
C -2.64626 5.17319 0.15958
C -1.81203 4.54517 -0.75016
C -0.78686 3.71679 -0.31346
C 2.25852 2.84490 0.91673
C 3.39023 2.23053 1.45938
C 4.66176 2.58350 1.04667
C 4.82769 3.58697 0.09864
C 3.71322 4.22168 -0.42440
C 2.43509 3.85073 -0.02680
H -0.63219 -1.43162 4.11080
H -0.18777 1.11242 5.75258
H 0.33741 3.13670 6.65082
H 1.26289 5.40256 6.52412
H 2.06148 6.31489 4.35033
H 1.85828 4.94187 2.32679
H -1.33199 3.92579 3.01005
H -3.12614 5.40103 2.24182
H -3.44854 5.81700 -0.18219
H -1.96171 4.68635 -1.81527
H -0.17168 3.20506 -1.04142
H 3.24714 1.47924 2.22613
H 5.52697 2.08918 1.47354
H 5.82250 3.88016 -0.21692
H 3.83491 5.01951 -1.14875
H 1.57534 4.35913 -0.44184
S -2.45221 -1.75270 0.50536
C -3.85679 -2.59285 0.86570
N -5.04713 -1.89758 0.80059
C -6.24514 -2.44729 1.11375
C -6.32566 -3.75230 1.47910
C -5.14278 -4.52436 1.55178
C -3.93694 -3.95138 1.24418
H -4.96134 -0.89853 0.64074
H -7.10143 -1.79167 1.05550
H -7.28783 -4.18498 1.71407
H -5.18765 -5.56217 1.85554
H -3.01856 -4.51698 1.29216
C 2.85483 -1.91912 -3.43061
Si 0.96501 -2.06509 -3.64692
C 0.71928 -2.51289 -5.49547
C 0.39368 -3.61038 -2.70175
Si -0.06247 -0.08253 -2.88332
Te 0.17707 0.27416 -0.45521
Si -2.28568 -0.16721 -3.68149
C -3.11313 -1.78610 -3.12865
C -2.45735 -0.09852 -5.58807
C -3.33633 1.26337 -3.00123
Si 0.95825 1.63133 -4.14084
C 1.35509 1.23460 -5.97404
C 2.61910 2.13889 -3.36962
C -0.11327 3.21441 -4.27156
H 3.39719 -2.81236 -3.74975
H 3.08043 -1.73168 -2.37706
H 3.23603 -1.06642 -3.99957
H 1.36929 -3.33973 -5.79279
H 0.93924 -1.65815 -6.14043
H -0.31443 -2.81371 -5.68656
H 1.03905 -4.47639 -2.87028
H -0.62497 -3.88465 -2.98761
H 0.37972 -3.40190 -1.62876
H -2.63646 -2.64984 -3.60047
H -4.18352 -1.82205 -3.34927
H -2.98242 -1.89004 -2.04719
H -1.90179 -0.91948 -6.04974
H -2.04611 0.83636 -5.97886
H -3.49989 -0.17083 -5.90826
H -3.16406 1.34002 -1.92298
H -4.40813 1.12105 -3.16130
H -3.04947 2.21931 -3.44704
H 2.18107 0.52302 -6.05442
H 1.63316 2.13977 -6.51885
H 0.48757 0.79149 -6.47171
H 3.42168 1.46513 -3.68146
H 2.53072 2.05236 -2.28393
H 2.92018 3.16136 -3.60720
H -0.81823 3.14246 -5.10427
H 0.49236 4.11120 -4.41924
H -0.69680 3.34735 -3.35755
S -4.54702 1.60474 2.30125
C -2.99333 1.19761 2.12447
N -1.87080 0.90657 1.99226
C 3.94483 -0.95033 1.28688
O 2.57476 -0.62713 1.18392
C 1.60845 -1.32575 2.03090
C 2.27494 -1.45325 3.41517
H 4.41146 -0.49040 2.16979
H 4.41420 -0.53470 0.39139
H 4.12950 -2.02667 1.32873
H 3.15614 -2.11266 3.38046
H 1.60191 -1.86470 4.16243
H 2.60058 -0.46902 3.75918
C -0.79596 -5.55193 3.80599
C -1.18167 -4.20174 3.78682
C -0.48365 -3.30592 3.01563
C 0.63104 -3.68718 2.24429
C 1.43000 -2.73138 1.52262
C 2.12369 -3.23100 0.43346
C 2.28921 -4.61079 0.23410
C 1.77016 -5.52717 1.10913
C 0.88359 -5.08550 2.11488
C 0.19162 -5.98519 2.96091
H -1.32282 -6.25171 4.44500
H -2.05492 -3.87626 4.33998
H -0.88400 -2.31444 2.85583
H 2.56087 -2.54620 -0.28048
H 2.89251 -4.94887 -0.60178
H 1.98776 -6.58539 1.01129
H 0.42768 -7.04224 2.88828

---

[3]
16
Properties=species:S:1:pos:R:3 method="wB97M-V/def2-TZVPD" de_lowest_kj_mol=431.90 homo_energy_ev=-8.6 spin_multiplicity=1 e_lumo_ev=0.41 smiles="[H]/N=C/C#C.C=CC" largest_force_ha_per_bohr=0.054
C -1.74097 -0.39859 1.02215
C -0.76781 0.45288 0.26334
N 2.21620 0.14780 0.82735
C 0.20017 -1.23491 -1.18542
C 2.41148 -0.27390 -0.36209
C -1.13280 1.36974 -0.63125
C 1.39031 -1.00018 -1.00774
H 0.24216 0.56678 0.77946
H 3.01823 0.60327 1.25418
H -0.63070 -1.77716 -1.55689
H 3.29709 -0.05199 -0.97265
H -2.05566 0.09513 1.94263
H -1.26667 -1.33405 1.30377
H -2.62514 -0.62273 0.42533
H -2.14090 1.42166 -1.01660
H -0.41500 2.03625 -1.08557

---

[4]
13
Properties=species:S:1:pos:R:3 method="wB97M-V/def2-TZVPD" de_lowest_kj_mol=46.80 homo_energy_ev=-9.5 spin_multiplicity=1 e_lumo_ev=0.35 largest_force_ha_per_bohr=0.030
N 0.55330 -0.57514 1.54254
N -0.44511 0.74168 -1.77031
N 0.02257 0.40445 0.77271
N -0.13193 1.53817 1.23205
O 0.12443 2.00334 2.31637
O -0.75320 2.31548 0.25414
O -2.31792 0.36914 -0.05754
O -2.32619 2.31890 -1.55342
S -1.61024 1.35503 -0.79759
H 0.17184 -1.46614 1.25058
H 0.51863 -0.41353 2.54569
H -0.31541 -0.25136 -1.69668
H -0.57223 1.07767 -2.71042

---

Number 1: total energy -32796.108 eV. Number 2: total energy -156479.104 eV. Number 3: total energy -7853.683 eV. Number 4: total energy -25045.145 eV.